{
  "formula": "C10H9F6N2O3S",
  "method": "ωB97M-V with the def2-TZVPD basis set",
  "total_charge": 1,
  "homo_ev": -13.55,
  "orbital_gap_ev": 7.80,
  "species": ["N", "C", "C", "C", "C", "O", "C", "F", "F", "C", "F", "F", "C", "F", "F", "C", "O", "O", "C", "N", "C", "S", "H", "H", "H", "H", "H", "H", "H", "H", "H"],
  "xyz": [[2.6981, -3.0986, -0.5014], [1.7775, -2.1584, -0.3874], [1.3263, -1.2596, -1.6580], [0.1274, -0.2534, -1.2939], [0.6311, 1.1186, -0.6319], [1.6080, 1.6882, -1.1906], [0.0331, 1.8233, 0.6827], [-1.3828, 1.7956, 0.7874], [0.3895, 3.2130, 0.5823], [0.8225, 1.2514, 1.9629], [1.5382, 2.3410, 2.5634], [1.8205, 0.3569, 1.4848], [-0.0907, 0.6230, 3.1188], [0.8270, 0.1230, 4.1112], [-0.8491, 1.6265, 3.8003], [-0.9822, -0.6311, 2.6797], [-0.5671, -1.7744, 2.4105], [-2.3946, -0.3850, 2.5951], [-0.3598, 0.2496, -2.7599], [-1.7418, 0.8708, -2.7023], [-2.4600, 0.2872, -1.7297], [-1.5043, -0.9864, -0.8023], [2.7823, -3.5115, 0.4489], [1.2964, -2.0249, 0.6423], [0.9997, -2.0143, -2.4702], [2.2080, -0.6814, -2.1010], [-2.7532, -0.8019, 1.7812], [-0.5682, -0.7494, -3.3007], [0.4357, 0.8091, -3.3757], [-2.1208, 1.6290, -3.3014], [-3.5466, 0.5241, -1.4452]],
  "mulliken_charge": [-0.611, -0.030, -0.592, 0.875, -0.211, -0.468, 0.867, -0.238, -0.296, 0.404, -0.264, -0.240, 0.814, -0.257, -0.248, 0.249, -0.465, -0.439, -1.035, -0.029, 0.018, -0.066, 0.319, 0.172, 0.366, 0.427, 0.384, 0.457, 0.428, 0.300, 0.409]
}

---

{
  "formula": "C29H35F3N4O2P2Pt",
  "method": "ωB97M-V with the def2-TZVPD basis set",
  "total_charge": 2,
  "homo_ev": [-12.26, -12.26],
  "orbital_gap_ev": [6.97, 2.74],
  "s_squared": 6.0247,
  "multiplicity": 5,
  "species": ["Pt", "C", "C", "C", "C", "C", "C", "C", "C", "C", "H", "H", "H", "H", "H", "H", "H", "H", "H", "H", "H", "H", "H", "H", "H", "P", "P", "N", "N", "N", "N", "C", "C", "C", "C", "C", "C", "C", "C", "C", "C", "C", "C", "C", "C", "C", "C", "C", "C", "H", "H", "H", "H", "H", "H", "H", "H", "H", "H", "H", "H", "H", "H", "H", "H", "H", "H", "H", "H", "F", "C", "F", "F", "C", "O", "O"],
  "xyz": [[-0.4609, 1.7565, 4.6023], [1.4699, 0.5876, 4.7065], [1.3870, 1.3429, 3.5040], [1.0336, 0.7375, 2.1638], [-0.4744, 0.6913, 1.8027], [-1.4142, 0.6194, 2.9755], [-1.2349, -0.2375, 4.1000], [-0.1725, -1.3094, 4.2022], [1.1882, -0.8757, 4.7944], [-2.0257, 2.9587, 4.9913], [2.1484, 0.9721, 5.4735], [2.0293, 2.2334, 3.5037], [1.4644, -0.2708, 2.0536], [1.5232, 1.3636, 1.4021], [-0.7165, 1.6154, 1.2523], [-0.6462, -0.1313, 1.0890], [-2.4392, 0.9799, 2.8124], [-2.1241, -0.4268, 4.7147], [-0.0017, -1.7958, 3.2300], [-0.5675, -2.0741, 4.8873], [1.2188, -1.1547, 5.8614], [1.9784, -1.4638, 4.2983], [-1.7757, 3.6368, 5.8281], [-2.8824, 2.3297, 5.2789], [-2.2503, 3.5377, 4.0786], [-1.6637, -0.3749, -2.9276], [1.4683, 0.5667, -2.7636], [-2.5639, -1.8293, -2.5101], [-2.7939, 0.0768, -4.2534], [2.3708, -0.7821, -2.0720], [2.8582, 1.3127, -3.5555], [-0.3967, -1.2056, -4.0206], [0.8448, -0.3209, -4.2771], [-2.8722, -2.1938, -1.1894], [-3.5297, -3.4158, -1.2026], [-3.6322, -3.8321, -2.5711], [-3.0098, -2.8602, -3.3412], [-3.4157, 1.3327, -4.3200], [-4.0957, 1.4376, -5.5311], [-3.8885, 0.2106, -6.2422], [-3.0746, -0.5836, -5.4520], [2.3040, -1.0418, -0.6965], [2.9313, -2.2525, -0.4331], [3.3903, -2.7692, -1.6861], [3.0079, -1.8704, -2.6704], [3.9493, 0.7222, -4.2069], [4.6861, 1.7129, -4.8418], [4.0100, 2.9599, -4.6132], [2.8851, 2.6881, -3.8475], [-0.8356, -1.4933, -4.9931], [-0.0874, -2.1320, -3.5083], [1.6505, -0.9229, -4.7366], [0.5879, 0.4884, -4.9836], [-2.5772, -1.5440, -0.3757], [-3.8948, -3.9738, -0.3504], [-4.0914, -4.7284, -2.9626], [-2.8346, -2.8488, -4.4011], [-3.3000, 2.0353, -3.5102], [-4.6651, 2.2811, -5.8929], [-4.2705, -0.0710, -7.2148], [-2.6506, -1.5457, -5.6888], [1.8012, -0.3401, -0.0465], [3.0418, -2.7298, 0.5311], [3.9291, -3.6931, -1.8527], [3.1283, -1.9280, -3.7417], [4.1114, -0.3371, -4.1804], [5.6015, 1.5523, -5.3917], [4.3324, 3.9261, -4.9716], [2.0938, 3.3229, -3.4831], [1.7328, 1.5720, 9.2726], [0.4593, 1.5185, 8.8123], [-0.0632, 0.3087, 9.1331], [-0.2767, 2.4799, 9.4486], [0.3979, 1.7839, 7.2737], [1.2124, 2.5670, 6.7380], [-0.5578, 1.1412, 6.6943]],
  "lowdin_spin": [1.195, 0.202, 0.163, 0.027, 0.033, 0.118, 0.157, 0.028, 0.037, 0.442, 0.004, 0.016, 0.006, 0.000, 0.002, 0.006, 0.007, 0.007, 0.005, 0.002, 0.002, 0.015, 0.029, 0.046, 0.040, -0.002, 0.000, 0.000, 0.038, 0.000, 0.000, 0.002, 0.000, 0.010, 0.003, 0.006, 0.009, 0.335, 0.140, 0.101, 0.331, 0.001, 0.000, 0.000, 0.000, 0.000, 0.000, 0.000, 0.000, 0.001, 0.000, 0.000, 0.000, 0.000, 0.000, 0.000, 0.000, 0.013, 0.002, 0.000, 0.010, 0.000, 0.000, 0.000, 0.000, 0.000, 0.000, 0.000, 0.000, 0.006, 0.012, 0.002, 0.002, 0.030, 0.057, 0.303]
}

---

{
  "formula": "C30H46AsBrF4OP2Si3W",
  "method": "ωB97M-V with the def2-TZVPD basis set",
  "total_charge": 4,
  "homo_ev": [-18.96, -18.95],
  "orbital_gap_ev": [5.41, 5.48],
  "species": ["W", "F", "C", "C", "F", "C", "F", "C", "P", "C", "C", "C", "C", "C", "C", "C", "C", "C", "C", "C", "C", "C", "Br", "C", "F", "H", "H", "H", "H", "H", "H", "H", "H", "H", "H", "C", "P", "C", "C", "O", "H", "H", "H", "H", "H", "H", "H", "H", "H", "C", "Si", "C", "C", "As", "Si", "C", "C", "C", "Si", "C", "C", "C", "H", "H", "H", "H", "H", "H", "H", "H", "H", "H", "H", "H", "H", "H", "H", "H", "H", "H", "H", "H", "H", "H", "H", "H", "H", "H", "H"],
  "xyz": [[0.6003, 0.4400, 0.0206], [5.9633, -3.2362, -2.9893], [5.0366, -2.8891, -2.1381], [4.8116, -3.6249, -0.9662], [5.5523, -4.6679, -0.6931], [3.7964, -3.2463, -0.0806], [3.6109, -3.9479, 1.0269], [2.9813, -2.1373, -0.3142], [1.4722, -1.7635, 0.7319], [2.1635, -1.9294, 2.4137], [1.4908, -2.6270, 3.4152], [2.0685, -2.7636, 4.6665], [3.3077, -2.2032, 4.9289], [3.9581, -1.4648, 3.9489], [3.3895, -1.3197, 2.6966], [0.4837, -3.2582, 0.3856], [-0.5196, -3.1362, -0.5810], [-1.2669, -4.2348, -0.9586], [-1.0217, -5.4692, -0.3746], [-0.0301, -5.5959, 0.5866], [0.7255, -4.5019, 0.9732], [3.2696, -1.4133, -1.4650], [2.2875, 0.2249, -1.7888], [4.2601, -1.7495, -2.3698], [4.4454, -0.9770, -3.4271], [0.5300, -3.0818, 3.2219], [1.5523, -3.3181, 5.4341], [3.7715, -2.3546, 5.8904], [4.9175, -1.0211, 4.1577], [3.9236, -0.7769, 1.9193], [-0.7044, -2.1710, -1.0481], [-2.0361, -4.1441, -1.7092], [-1.5985, -6.3294, -0.6728], [0.1677, -6.5568, 1.0351], [1.4916, -4.6268, 1.7211], [-1.1583, -1.4514, -4.0134], [-1.7565, -0.1920, -2.8569], [-3.3665, -0.6853, -2.1794], [-1.9341, 1.3702, -3.7550], [-0.7458, 0.0131, -1.6887], [-1.8940, -1.5640, -4.8064], [-1.0228, -2.4188, -3.5348], [-0.2217, -1.1353, -4.4688], [-4.0078, -0.9991, -2.9990], [-3.8572, 0.1467, -1.6763], [-3.2694, -1.5190, -1.4861], [-2.6381, 1.2195, -4.5688], [-0.9822, 1.6753, -4.1873], [-2.3208, 2.1629, -3.1165], [3.0502, 1.7026, 5.1645], [3.7140, 2.9670, 3.9193], [5.2044, 2.5409, 2.8312], [3.1431, 4.7541, 4.1328], [1.9581, 1.6433, 1.6100], [1.8710, 3.5072, -0.0266], [1.6725, 5.2749, 0.6396], [3.4964, 3.3124, -1.0070], [0.2926, 3.0067, -1.0453], [-0.4336, 1.4327, 2.3257], [-1.7556, 0.7888, 1.0063], [-1.0029, 3.1481, 2.9289], [-0.4673, 0.0504, 3.6436], [3.7931, 1.4711, 5.9274], [2.7868, 0.7708, 4.6643], [2.1766, 2.0834, 5.6930], [6.1307, 2.5102, 3.4053], [5.3482, 3.2846, 2.0470], [5.0641, 1.5633, 2.3658], [3.6185, 5.1888, 5.0148], [2.0686, 4.8251, 4.2958], [3.4143, 5.3961, 3.2972], [2.6264, 5.6563, 0.9945], [0.9491, 5.3866, 1.4435], [1.3677, 5.9345, -0.1725], [3.9978, 4.2731, -1.0676], [3.3645, 2.9864, -2.0325], [4.1888, 2.6289, -0.5182], [-0.5380, 3.6776, -0.8271], [-0.0845, 1.9638, -0.8976], [0.5009, 3.1135, -2.1097], [-2.0865, 1.5148, 0.2523], [-2.6411, 0.6217, 1.6205], [-1.5644, -0.2155, 0.5551], [-1.0079, 3.9164, 2.1574], [-0.3687, 3.4994, 3.7415], [-2.0160, 3.0900, 3.3241], [-0.7423, -0.9156, 3.2180], [-1.2061, 0.2726, 4.4094], [0.4838, -0.0676, 4.1573]],
  "mulliken_charge": [0.295, -0.209, 0.533, 0.173, -0.220, 0.177, -0.365, -0.987, 0.967, 1.318, -0.857, -1.023, -0.631, -1.294, -0.546, 0.603, 0.147, -0.546, -0.917, -1.036, -0.352, 0.780, 0.125, 0.205, -0.288, 0.620, 0.514, 0.523, 0.594, 0.636, -0.259, 0.486, 0.456, 0.498, 0.503, -1.075, 0.820, -1.145, -1.124, -0.656, 0.493, 0.293, 0.369, 0.487, 0.387, 0.351, 0.495, 0.343, 0.349, -0.535, 0.403, -0.799, -0.913, 0.069, 0.517, -1.112, -1.233, -0.680, 0.384, -1.072, -1.049, -0.879, 0.478, -0.172, 0.444, 0.474, 0.373, 0.169, 0.431, 0.318, 0.338, 0.333, 0.367, 0.421, 0.439, 0.447, 0.385, 0.461, 0.155, 0.494, 0.263, 0.719, 0.373, 0.331, 0.330, 0.480, 0.301, 0.587, 0.154]
}